1.
Here is a cluster of 2 separate species, C3H8NO in total from OMol25. Energies are from ωB97M-V/def2-TZVPD.

Properties
* relative energy (zero: lowest compared OMol25 entry of this formula, charge and spin): 32.9 kcal per mole
* net charge: +1
* gap between HOMO and LUMO: 10.6450 eV
* multiplicity: 1
* E_LUMO: -4.49 eV

```
13
Properties=species:S:1:pos:R:3:forces:R:3
O -2.42771 -0.44306 -0.37555 -1.2 0.3 1.0
N -0.09273 -0.28463 -0.60265 2.3 0.9 -0.5
C 2.18319 0.05399 0.10758 -1.0 -0.7 1.6
C -2.51457 0.55598 0.31247 -2.7 -0.1 -1.3
C 0.80569 -0.45611 0.24387 2.3 -1.5 1.2
H 2.70050 0.06130 1.08980 -0.2 0.3 -0.8
H -1.68781 1.21390 0.52038 0.8 0.2 0.5
H 2.23108 0.92790 -0.49609 0.5 0.7 -0.4
H -0.93266 -0.79055 -0.55581 -2.1 -0.7 -0.4
H -3.54547 0.93106 0.56954 0.9 -0.3 0.2
H 2.48923 -0.84336 -0.41623 1.1 -0.2 -0.5
H 0.70377 -1.31608 0.91043 -0.5 0.5 0.3
H 0.08751 0.38966 -1.30774 -0.3 0.7 -1.0
```
Positions in Å, forces in eV/Å.


2.
Here is a cluster of 2 separate species, C5H8O in total from OMol25. Energies are from ωB97M-V/def2-TZVPD.

Properties
* relative energy (zero: lowest compared OMol25 entry of this formula, charge and spin): 64.8 kcal per mole
* gap between HOMO and LUMO: 10.6922 eV
* multiplicity: 1
* E_LUMO: 1.21 eV

```
14
Properties=species:S:1:pos:R:3:forces:R:3
O 0.12352 -1.10793 0.95964 0.0 0.0 0.2
C -0.52702 -0.52789 -0.16123 -0.2 0.0 -0.2
C 1.05847 1.12556 0.44048 -0.1 0.1 0.0
C -0.13758 1.71307 0.50684 0.1 0.0 0.1
C -1.26463 0.75494 0.18090 0.0 0.0 -0.1
C 0.90816 -0.31140 0.06018 0.2 0.1 -0.2
H 2.01780 1.60363 0.60514 -0.1 -0.1 0.1
H -0.31463 2.74807 0.78273 0.0 -0.1 0.0
H 0.81876 -2.71970 -1.48343 0.0 -0.1 0.0
H -1.91233 0.59056 1.05132 0.0 0.1 -0.1
H 0.33386 -2.90560 -0.95371 0.1 -0.1 0.0
H -1.89915 1.10509 -0.64126 0.1 0.0 0.1
H -0.91287 -1.20947 -0.91439 0.0 0.1 0.2
H 1.70762 -0.85891 -0.43320 -0.2 0.1 0.0
```
Positions in Å, forces in eV/Å.


3.
Here is a cluster of 3 separate species, C20H54N5OPSi in total from OMol25. Energies are from ωB97M-V/def2-TZVPD.

Properties
* gap between HOMO and LUMO: 7.9838 eV
* multiplicity: 1
* E_LUMO: 0.57 eV

```
82
Properties=species:S:1:pos:R:3:forces:R:3
P 4.54472 1.98436 0.38110 0.1 0.4 -0.9
Si 3.26595 2.61100 2.08582 0.5 -0.3 0.0
O 3.96729 2.02257 3.50184 -0.9 0.1 -0.3
N 1.25830 0.22313 0.59365 -0.1 0.1 0.2
N 1.32258 2.33374 -0.47320 0.0 -0.1 -0.2
N -2.84518 1.84079 -3.71415 0.0 0.0 0.1
N -0.65651 1.64841 0.72653 0.5 -0.1 -0.2
N -2.26080 -2.56197 0.29388 -0.1 0.1 0.0
C 4.48838 0.12201 0.22946 0.1 0.2 0.5
C -2.23223 1.42360 -2.46338 0.2 0.0 0.1
C 2.97152 -0.49289 4.12849 -0.1 0.3 0.0
C -4.67637 -2.33728 1.12587 -0.1 0.0 0.0
C 3.05028 0.56160 5.22134 0.5 -0.1 -0.2
C 3.18558 1.99337 4.69084 0.4 -0.2 0.4
C -1.61651 0.02098 -2.40055 0.0 0.0 0.0
C -2.86925 -5.04409 0.47857 0.0 0.0 -0.1
C -2.46969 2.63497 -6.03789 0.0 0.0 0.0
C -4.11228 1.21003 -4.03646 -0.2 0.0 -0.1
C -2.23967 -3.88491 -0.30651 0.1 -0.2 -0.1
C -4.08744 -0.22582 -4.58097 -0.1 0.0 0.0
C 6.22240 2.44303 1.05440 -0.3 -0.1 0.5
C 5.85258 -0.55028 0.16921 -0.5 0.4 0.1
C -1.89775 1.94487 -4.80827 0.0 0.0 -0.1
C -3.53144 -1.85590 0.22718 0.0 0.2 0.0
C -0.17455 -2.96134 1.59144 0.0 0.1 0.0
C 0.85969 1.61411 0.69178 -1.4 -0.1 0.2
C -1.61136 -2.45387 1.58748 0.1 -0.1 0.0
C 1.40453 2.21620 1.98115 0.6 -0.1 0.0
H -1.19921 -4.14145 -0.51853 0.0 0.0 0.1
H -3.27592 2.06079 -6.49519 0.0 0.0 0.0
H -4.35249 -2.50254 2.15375 0.0 0.0 0.0
H 6.68360 3.19066 0.42506 0.1 0.1 -0.3
H 1.11193 1.75655 -1.28433 0.1 0.1 0.0
H 0.73601 3.15360 -0.59292 0.1 0.1 0.1
H 6.46744 -0.11217 -0.60830 0.2 -0.1 -0.2
H 1.01298 -0.19616 1.48664 0.2 -0.2 -0.1
H -1.44451 2.14610 -2.23008 0.0 0.0 0.0
H -3.30668 -0.36813 -5.32912 0.0 0.0 0.0
H 2.75304 -1.47240 4.53686 -0.2 -0.2 0.1
H -2.51694 -5.99466 0.07377 0.0 0.0 0.0
H -3.94152 -0.96175 -3.79137 0.1 0.0 0.0
H -0.99519 -0.19236 -3.27196 0.0 0.0 0.0
H -1.04956 2.53572 -4.45211 0.0 -0.1 0.1
H -4.74117 1.24371 -3.14311 0.1 0.0 0.1
H 2.22817 0.46576 5.92395 -0.3 0.2 0.1
H -1.60087 -1.39405 1.86382 -0.1 0.0 0.0
H -1.68695 2.74991 -6.78875 0.0 0.0 0.0
H -2.71421 -3.81534 -1.28842 -0.1 0.1 0.0
H -5.12944 -3.25556 0.75576 0.0 0.0 0.0
H -1.49253 0.96601 -5.11099 0.0 0.0 0.0
H -2.59782 -5.02126 1.53481 0.0 0.0 0.0
H -2.36984 -0.76035 -2.31553 0.0 0.0 0.0
H -0.97930 -0.05801 -1.51871 -0.1 0.0 0.0
H -0.11415 -4.03221 1.39987 0.0 0.0 0.0
H 3.72876 2.56140 5.44144 0.0 0.3 0.1
H 0.27277 -2.78233 2.57093 0.0 0.0 0.0
H 6.12839 2.86245 2.04913 0.1 0.1 0.3
H 0.42751 -2.44435 0.84273 0.0 -0.1 -0.1
H -5.46242 -1.57998 1.15416 0.0 0.0 0.0
H -3.87108 -1.86047 -0.81256 0.0 -0.1 0.0
H -1.01407 0.80274 1.15521 0.0 0.1 0.1
H 3.91517 -0.07860 -0.66456 -0.1 0.0 -0.3
H -3.95538 -5.04802 0.40518 0.0 0.0 0.1
H 1.13576 1.53862 2.78814 -0.1 0.0 0.2
H -3.33181 -0.80394 0.46034 0.1 0.0 0.0
H 2.22495 -0.21515 3.39230 -0.3 -0.2 -0.2
H 3.91555 -0.55040 3.60666 0.2 0.0 -0.2
H -4.62793 1.84129 -4.76400 0.1 0.0 0.0
H -1.00341 2.43945 1.25634 0.0 0.0 0.0
H 0.87589 3.14210 2.17702 -0.1 0.3 0.1
H -5.04188 -0.45368 -5.06020 0.0 0.0 0.0
H 2.21833 2.48565 4.58287 -0.2 0.0 -0.3
H -2.84943 3.62585 -5.78617 0.0 0.0 0.0
H 6.87871 1.58685 1.14579 0.1 -0.1 -0.1
H 3.95566 0.36024 5.78722 0.1 -0.1 0.2
H -2.96621 1.53109 -1.66060 -0.1 0.0 -0.1
H 3.91143 -0.28412 1.04963 -0.1 -0.2 0.2
H 0.64761 -0.23794 -0.07775 0.2 0.0 -0.2
H 5.70826 -1.60703 -0.01217 0.2 -0.3 -0.1
H 6.35688 -0.41719 1.11666 0.3 -0.2 0.2
H -2.16760 -2.97508 2.38206 0.0 0.0 0.1
H 3.39197 4.08973 2.12067 0.0 0.1 0.0
```
Positions in Å, forces in eV/Å.


4.
Here is the molecule C2H6N4O2 from OMol25. Energies are from ωB97M-V/def2-TZVPD.

Properties
* relative energy (zero: lowest compared OMol25 entry of this formula, charge and spin): 100.6 kcal per mole
* gap between HOMO and LUMO: 9.7245 eV
* multiplicity: 1
* E_LUMO: 0.93 eV

```
14
Properties=species:S:1:pos:R:3:forces:R:3
O -2.41510 -1.25068 0.29995 0.2 -0.4 0.5
O -0.20381 -0.06270 1.02284 1.5 -0.8 0.9
N -1.91934 -0.08905 -0.26179 0.1 2.0 -0.9
N 1.43277 -1.24689 -0.76659 -0.3 1.5 0.2
N 1.18657 0.10609 1.10520 0.4 2.0 0.8
N -0.32560 1.70327 -0.39101 -0.2 1.7 -0.7
C 1.91219 -0.35759 0.01930 1.5 -1.9 -0.7
C -0.81139 0.64640 0.04194 -0.7 -3.0 1.1
H -1.89250 -1.43523 1.10336 0.0 0.3 -0.5
H 2.04649 -1.40665 -1.55414 0.4 -0.4 0.2
H -2.43316 0.23668 -1.04882 -0.7 -0.3 -0.2
H -1.03149 2.18117 -0.94016 0.3 0.2 -0.4
H 3.06562 -0.14002 0.04741 -2.3 0.4 0.1
H 1.38875 1.11519 1.32248 -0.3 -1.4 -0.3
```
Positions in Å, forces in eV/Å.


5.
Here is a cluster of 8 separate species, C32H73N7O15P2 in total from OMol25. Energies are from ωB97M-V/def2-TZVPD.

Properties
* gap between HOMO and LUMO: 8.0425 eV
* multiplicity: 1
* E_LUMO: -0.31 eV

```
129
Properties=species:S:1:pos:R:3:forces:R:3
P -0.03077 -0.67879 -0.49410 1.7 0.4 2.1
P 0.41014 -3.00353 1.99661 -1.2 0.6 -0.2
O -1.45418 -3.07158 -8.11616 0.0 0.0 0.0
O 0.65419 0.18507 -1.71603 -0.5 -0.4 -0.4
O -0.62454 -2.46296 -2.42634 -0.9 -0.3 -2.5
O -5.42230 -6.34762 1.48046 0.0 0.0 0.0
O 7.75444 0.33668 -1.13922 -0.2 0.1 -0.2
O 1.42065 -1.91442 2.61583 0.2 -0.9 0.0
O -1.53156 -0.08719 -0.33528 0.0 -0.1 -0.8
O -0.01885 -3.46013 -0.59406 0.6 -0.4 0.3
O 2.59466 4.86464 0.12617 0.1 0.0 0.0
O 0.42596 -4.28907 2.96550 0.5 0.3 -0.2
O -0.63791 1.79570 1.80237 0.1 0.0 -0.3
O -9.61716 3.44395 -3.06848 0.0 0.0 0.1
O 9.92954 -1.41795 1.15103 -0.2 0.0 0.3
O -0.97004 -2.50063 1.89916 0.8 -0.1 0.0
O -3.73177 3.29449 0.98276 0.0 -0.1 0.0
N -5.37020 2.16106 -0.11475 -0.1 0.0 0.0
N 6.41806 2.16246 -1.11964 -0.1 0.0 -0.1
N 1.41476 5.66178 1.89530 -0.1 0.0 0.0
N -2.34108 -1.65748 -6.57553 0.0 0.1 0.0
N -8.87896 5.34340 -2.06372 0.1 0.1 0.0
N -1.84006 1.44244 3.68769 0.1 -0.1 0.0
N -4.61853 -4.55713 2.62202 0.1 0.1 0.1
C 6.80603 -2.75167 -0.43509 0.0 -0.2 0.4
C -4.90206 2.98022 0.83946 0.0 0.1 0.0
C 0.26605 5.50774 2.76350 0.3 0.2 0.0
C 1.62912 -4.93745 0.27179 0.2 0.3 -0.4
C -1.52991 -2.20783 -5.49889 0.0 0.0 -0.2
C -6.78096 1.84044 -0.23063 0.2 0.0 -0.2
C -2.66658 1.98179 4.74664 0.1 -0.1 -0.1
C -0.25630 -2.35487 -1.32235 -0.2 1.2 1.1
C 1.08237 -3.49516 0.32928 -0.2 -0.6 0.3
C 5.19194 2.81932 -1.54192 0.1 0.0 0.2
C -2.21058 -2.16930 -7.81484 0.0 0.0 -0.1
C 9.56601 -0.07391 1.42965 0.4 0.1 -0.2
C -8.81290 4.34908 -2.97198 0.1 -0.1 -0.1
C -4.53559 -5.54722 1.71335 0.0 -0.1 -0.1
C -5.84726 -4.42421 3.38241 0.0 -0.1 -0.1
C 2.33254 6.76885 2.09762 0.0 -0.1 -0.1
C 1.65096 4.79211 0.89347 0.0 -0.1 -0.1
C 6.73244 0.90916 -1.48344 0.1 0.0 0.0
C -4.43462 1.57670 -1.06522 0.1 0.1 0.1
C -1.34239 2.21030 2.71323 -0.2 0.0 0.0
C 4.12134 -5.57398 -0.04481 -0.6 0.2 0.4
C -1.53404 0.01478 3.66598 -0.1 0.1 -0.1
C -7.88333 6.39347 -1.99357 -0.2 -0.1 0.1
C -3.52325 -3.63154 2.85642 -0.5 -0.2 0.2
C 8.34629 -2.64426 -0.34158 -0.1 0.5 -0.1
C 7.35400 2.87801 -0.26819 0.0 -0.1 0.0
C 5.01317 -4.39903 0.41947 0.3 -0.5 -0.2
C -3.26066 -0.58015 -6.28189 0.1 -0.1 0.1
C 8.85548 -2.33297 1.08781 0.0 -0.6 -0.1
C -9.99172 5.35236 -1.12887 0.0 -0.1 -0.1
C 6.27328 -4.20660 -0.45776 -0.2 0.4 0.0
C 2.80547 -5.12618 -0.72618 0.1 -0.1 0.0
H 2.37605 7.39145 1.20362 0.0 0.0 0.0
H 5.35288 -4.61637 1.44283 -0.1 0.4 -0.1
H 6.38534 -2.27291 0.46513 0.1 0.0 -0.2
H -2.79448 3.05318 4.60527 0.0 0.0 0.0
H 2.33918 -2.22302 2.58197 0.0 0.3 0.1
H -9.99527 4.43649 -0.53679 0.0 0.0 0.0
H -0.47146 -2.09451 -5.73291 0.0 0.0 0.1
H -4.98008 0.94749 -1.76370 0.0 0.0 0.0
H -0.38286 6.38351 2.69669 -0.1 0.0 0.1
H 1.99476 7.36730 2.94012 0.0 0.0 0.0
H 8.32291 2.95882 -0.76212 0.0 0.0 0.0
H -6.69206 -4.25683 2.71287 0.0 0.0 0.0
H 3.81793 -6.14045 0.84930 0.2 -0.1 -0.3
H -0.45634 -0.13928 3.71310 0.0 0.0 0.0
H -7.93462 4.42745 -3.63660 0.0 0.0 0.0
H 2.51483 -5.86834 -1.47908 0.0 0.2 0.1
H 5.97473 0.43522 -2.12945 0.0 0.0 0.0
H 8.67748 -1.84501 -1.01478 0.0 -0.2 0.3
H -1.75108 -1.69068 -4.57054 0.0 0.0 0.0
H -5.69586 3.36407 1.50380 0.0 0.0 0.0
H 3.33726 6.39497 2.29700 0.0 0.0 0.0
H -1.36756 0.79270 0.05830 -0.4 -0.2 0.5
H -2.00916 -0.46685 4.51755 0.0 0.0 0.0
H 1.29502 -4.52306 3.31565 -0.1 -0.1 0.1
H 0.98508 0.99857 -1.31226 0.2 -0.1 -0.1
H -9.90062 6.21118 -0.46845 0.0 0.0 0.0
H -1.62717 3.26691 2.79556 -0.1 0.0 0.0
H -7.34646 2.35269 0.54517 0.0 0.0 0.0
H 7.49630 2.33840 0.66894 0.0 0.0 0.0
H 0.58978 5.37902 3.79913 -0.1 0.0 0.0
H -2.72062 0.28563 -5.89200 -0.1 0.0 0.0
H -3.84663 -2.60925 2.65059 0.1 0.0 0.0
H 0.89701 3.98974 0.83170 0.0 0.0 0.0
H 9.23200 -3.27247 1.52485 -0.1 0.3 0.0
H -3.64936 1.50672 4.73734 0.0 0.0 0.0
H 7.08220 -4.84741 -0.08509 -0.3 -0.1 -0.1
H 8.82291 -3.57855 -0.66207 -0.1 0.2 -0.2
H -3.19801 -3.69816 3.89776 0.1 0.1 0.0
H 8.02902 -2.00104 1.73493 0.1 0.1 -0.2
H -3.99430 -0.89809 -5.53772 0.0 0.1 0.0
H -0.28756 4.62887 2.45277 0.0 0.0 0.0
H 2.96777 -4.18310 -1.26530 0.0 -0.2 -0.1
H -1.73836 -3.27067 -5.37956 0.0 0.0 0.1
H -5.75566 -3.58483 4.06794 0.0 0.0 0.0
H -3.56688 -5.56770 1.18550 0.0 0.0 0.0
H -7.12686 6.23583 -2.75951 0.0 0.0 0.0
H -1.89169 -0.44006 2.74284 0.0 0.0 0.0
H -10.93751 5.40691 -1.66807 0.0 0.0 0.0
H -2.68695 -3.86448 2.21228 0.0 0.0 -0.1
H -8.34666 7.36894 -2.15385 0.1 0.0 0.0
H 4.43015 -3.46495 0.43002 0.1 -0.2 0.1
H -6.04475 -5.33576 3.94802 0.0 0.0 0.0
H -7.15105 2.15727 -1.20754 -0.1 -0.1 0.0
H -3.68988 0.97521 -0.54727 0.0 0.0 -0.1
H 1.86257 -2.79475 0.01229 -0.1 0.1 0.2
H 10.43568 0.39180 1.91384 -0.2 -0.1 -0.2
H 0.79535 -5.57048 -0.05543 0.1 0.1 0.4
H 4.60914 2.14669 -2.16805 0.0 0.0 0.0
H 5.42225 3.72079 -2.11160 -0.1 0.0 0.0
H 1.93836 -5.25154 1.27357 0.0 -0.1 -0.2
H -3.78674 -0.28584 -7.18829 0.0 0.0 0.0
H 6.04168 -4.52773 -1.48426 0.2 0.1 0.2
H 4.66756 -6.26749 -0.69239 0.1 0.2 0.1
H 6.42496 -2.16235 -1.27856 0.1 -0.3 0.1
H -2.87024 -1.68187 -8.55471 0.0 0.0 0.0
H 9.33156 0.44907 0.49595 -0.1 0.0 0.3
H -3.91499 2.36360 -1.61308 0.0 0.0 0.0
H -7.39724 6.39337 -1.01560 0.0 0.0 0.0
H -2.20055 1.80547 5.71810 0.0 0.0 0.0
H 8.71865 -0.00576 2.12693 0.0 -0.1 -0.1
H 4.59355 3.10333 -0.67521 -0.1 0.0 -0.1
H 6.96590 3.86974 -0.05694 -0.1 0.0 0.0
H -6.92904 0.76455 -0.12615 -0.1 0.0 0.0
```
Positions in Å, forces in eV/Å.


6.
Here is a cluster of 2 separate species, C3H3BrClI in total from OMol25. Energies are from ωB97M-V/def2-TZVPD.

Properties
* relative energy (zero: lowest compared OMol25 entry of this formula, charge and spin): 0.0 kcal per mole
* gap between HOMO and LUMO (spin up / spin down): 7.9295 / 7.8345 eV
* multiplicity: 3
* E_LUMO (spin up / spin down): 0.47 / -1.52 eV

```
9
Properties=species:S:1:pos:R:3:forces:R:3
I 2.95377 -0.70706 -0.26464 0.3 -0.1 0.2
Br -2.03710 -1.23160 -0.49812 0.9 -0.6 0.1
Cl -0.49870 -3.42620 1.03426 0.1 -0.6 1.1
C -0.45703 -2.35234 -0.21920 -1.7 0.0 -2.0
C 1.15399 -0.35926 0.54260 0.1 0.9 -0.6
C 0.42085 0.51205 1.18158 0.6 -1.9 -1.0
H -0.17494 -2.79602 -1.17989 0.2 0.4 0.4
H -0.61172 0.38048 1.05757 -1.5 0.1 0.1
H 0.74912 1.14905 1.91202 1.0 1.9 1.6
```
Positions in Å, forces in eV/Å.